{
  "formula": "C18H50O7",
  "method": "wB97M-V/def2-TZVPD",
  "e_lumo_ha": 0.01915,
  "homo_energy_ha": -0.35468,
  "mol_weight_g_mol": 378.6,
  "orbital_gap_ev": 10.17,
  "smiles": "CC(C)O.CC(C)O.CC(C)O.CC(C)O.CC(C)O.CC(C)O.O",
  "e_above_lowest_ev": 1.1952,
  "multiplicity": 1,
  "species": ["C", "C", "C", "O", "H", "H", "H", "H", "H", "H", "H", "H", "C", "C", "C", "O", "H", "H", "H", "H", "H", "H", "H", "H", "C", "C", "C", "O", "H", "H", "H", "H", "H", "H", "H", "H", "C", "C", "C", "O", "H", "H", "H", "H", "H", "H", "H", "H", "C", "C", "C", "O", "H", "H", "H", "H", "H", "H", "H", "H", "C", "C", "C", "O", "H", "H", "H", "H", "H", "H", "H", "H", "O", "H", "H"],
  "xyz": [[-19.982, 7.284, -5.278], [-19.529, 6.772, -3.913], [-19.982, 5.290, -3.710], [-18.133, 6.751, -3.846], [-19.448, 8.179, -5.598], [-21.067, 7.387, -5.242], [-19.707, 6.521, -6.007], [-19.759, 7.433, -3.077], [-19.571, 4.826, -2.813], [-19.805, 4.668, -4.587], [-21.070, 5.307, -3.651], [-17.766, 6.309, -4.616], [-15.425, 8.024, -0.960], [-14.015, 8.649, -0.713], [-13.240, 9.014, -1.946], [-14.159, 9.813, 0.073], [-15.441, 7.181, -1.650], [-16.058, 8.790, -1.408], [-15.815, 7.748, 0.019], [-13.346, 8.070, -0.077], [-13.852, 9.589, -2.641], [-12.975, 8.068, -2.418], [-12.252, 9.474, -1.912], [-15.022, 9.796, 0.493], [-18.822, 1.906, -3.817], [-18.730, 1.653, -2.329], [-18.969, 0.233, -1.979], [-17.459, 1.847, -1.836], [-18.667, 2.971, -3.992], [-19.796, 1.720, -4.268], [-18.118, 1.359, -4.444], [-19.446, 2.286, -1.804], [-19.938, -0.084, -2.365], [-19.154, 0.104, -0.913], [-18.126, -0.381, -2.297], [-17.214, 2.774, -1.890], [-19.018, 5.160, 2.142], [-19.624, 5.878, 0.930], [-18.940, 7.143, 0.568], [-19.672, 4.962, -0.154], [-19.602, 4.286, 2.430], [-18.989, 5.887, 2.954], [-17.991, 4.881, 1.909], [-20.657, 6.126, 1.175], [-18.869, 7.833, 1.409], [-19.382, 7.577, -0.329], [-17.917, 6.880, 0.300], [-20.175, 4.181, 0.090], [-15.401, 3.998, -6.376], [-16.049, 5.137, -5.522], [-15.010, 6.149, -5.083], [-17.174, 5.630, -6.214], [-15.224, 4.371, -7.385], [-16.115, 3.178, -6.298], [-14.475, 3.590, -5.972], [-16.499, 4.696, -4.633], [-14.437, 6.596, -5.895], [-14.323, 5.520, -4.517], [-15.390, 6.945, -4.442], [-16.900, 6.097, -7.007], [-12.456, 3.203, -0.529], [-13.901, 3.592, -0.566], [-14.177, 4.824, 0.300], [-14.354, 3.824, -1.887], [-12.219, 3.074, 0.527], [-11.874, 4.017, -0.961], [-12.204, 2.281, -1.052], [-14.507, 2.787, -0.150], [-15.238, 5.069, 0.329], [-13.539, 5.681, 0.085], [-13.892, 4.633, 1.334], [-15.233, 4.191, -1.770], [-17.220, 4.564, -2.103], [-17.262, 5.325, -2.681], [-17.920, 4.708, -1.466]],
  "lowdin_charge": [-0.05, -0.45, -0.04, -0.09, 0.08, 0.08, 0.07, 0.13, 0.04, 0.07, 0.08, 0.03, -0.04, -0.49, -0.06, -0.06, 0.07, 0.09, 0.06, 0.12, 0.08, 0.07, 0.08, 0.07, -0.05, -0.55, -0.07, -0.04, 0.04, 0.08, 0.09, 0.13, 0.08, 0.08, 0.09, 0.03, -0.04, -0.51, -0.04, -0.06, 0.08, 0.08, 0.08, 0.13, 0.09, 0.09, 0.06, 0.10, -0.03, -0.48, -0.04, -0.06, 0.08, 0.07, 0.08, 0.12, 0.08, 0.08, 0.07, 0.11, -0.06, -0.51, -0.05, -0.05, 0.08, 0.08, 0.08, 0.13, 0.07, 0.07, 0.08, 0.03, -0.04, 0.02, 0.03]
}